Entry 1:
# C5H9NO2

One molecule with the formula C5H9NO2 (wB97M-V/def2-TZVPD, the Open Molecules 2025 dataset).

Each line ends with the natural charge from an NBO analysis.
Atoms and positions in Å:
C (0.69035, 0.32207, 2.00149)  -0.25
C (-1.65204, 0.12458, -0.20938)  0.28
C (-0.80462, -0.44726, -1.00796)  0.27
N (-2.58839, 0.97418, 0.11703)  -0.71
C (0.81023, -0.64337, -0.33460)  0.02
C (1.87584, -0.58251, -1.22799)  -0.76
O (0.49581, 0.56087, 0.62249)  -0.61
O (-0.80781, -0.63704, -2.30991)  -0.66
H (0.18298, -0.65762, -2.50754)  0.50
H (-2.63603, 1.88613, -0.32373)  0.40
H (-3.38026, 0.67669, 0.67087)  0.40
H (0.84110, -1.51535, 0.32035)  0.19
H (0.21175, -0.60460, 2.34524)  0.16
H (0.25027, 1.15797, 2.54869)  0.19
H (1.76199, 0.24688, 2.21659)  0.18
H (2.78426, -1.13155, -1.03081)  0.22
H (1.96458, 0.26994, -1.89082)  0.19

Computed properties:
**E_HOMO (spin up / spin down)**: -6.89 / -6.89 eV
**Strongest force on any atom**: 3.090 eV/A
**Calculated total energy**: -10909.7506 eV
**Energy relative to the best compared isomer or geometry (same formula, charge and spin)**: 658.52 kJ/mol

---

Entry 2:
# C3H10N2

A 2-piece molecular cluster, C3H10N2 overall (wB97M-V/def2-TZVPD, the Open Molecules 2025 dataset).

Each line ends with the natural charge from an NBO analysis.
Atoms and positions in Å:
C (1.83201, -0.25942, 0.09009)  -0.68
C (0.35256, 0.00766, -0.12256)  0.27
C (0.04227, 1.40737, -0.61684)  -0.68
N (-0.36999, -0.96176, -0.66412)  -0.58
H (2.27462, 0.52585, 0.70730)  0.21
H (2.41009, -0.26468, -0.83834)  0.23
H (1.98671, -1.23709, 0.55319)  0.22
H (0.41272, 1.59464, -1.62855)  0.24
H (-1.04122, 1.54652, -0.63042)  0.23
H (0.51992, 2.14405, 0.03341)  0.21
H (0.09624, -1.86862, -0.55751)  0.33
N (-2.23715, -0.74982, 1.13024)  -1.09
H (-1.20650, -0.27908, 1.32204)  0.36
H (-2.19733, -1.55141, 0.47842)  0.37
H (-2.87495, -0.05421, 0.74364)  0.36

Computed properties:
**E_HOMO**: -8.58 eV
**Strongest force on any atom**: 5.986 eV/A
**Calculated total energy**: -6251.5723 eV
**Structure (SMILES)**: CC(C)=N.N
**Energy relative to the best compared isomer or geometry (same formula, charge and spin)**: 179.08 kJ/mol

---

Entry 3:
# C5H8N2

One molecule with the formula C5H8N2 (wB97M-V/def2-TZVPD, the Open Molecules 2025 dataset).

Each line ends with the natural charge from an NBO analysis.
Atoms and positions in Å:
H (-1.09747, -1.13130, -2.32379)  0.34
N (-0.47883, -0.38598, -2.01241)  -0.73
C (-0.36040, -0.41733, -0.74241)  0.47
C (-0.94874, -1.35959, 0.30709)  -0.51
C (-0.52131, -0.73571, 1.61037)  -0.28
C (0.26437, 0.30815, 1.33068)  0.01
N (0.40366, 0.50494, -0.04535)  -0.43
C (1.20300, 1.52141, -0.68049)  -0.41
H (-2.03359, -1.45890, 0.18559)  0.24
H (-0.51655, -2.36317, 0.17648)  0.24
H (-0.79004, -1.09311, 2.59394)  0.22
H (0.76539, 0.98790, 2.01064)  0.21
H (0.95034, 1.51398, -1.74279)  0.25
H (0.98661, 2.51134, -0.26304)  0.20
H (2.27550, 1.31682, -0.56955)  0.19

Computed properties:
**E_HOMO**: -7.82 eV
**Strongest force on any atom**: 0.331 eV/A
**Calculated total energy**: -8294.3449 eV
**Structure (SMILES)**: [H]/N=C1\CC=CN1C
**Energy relative to the best compared isomer or geometry (same formula, charge and spin)**: 62.85 kJ/mol

---

Entry 4:
# C18H25AsBaBr2F6N4O2

C18H25AsBaBr2F6N4O2 as an isolated structure (wB97M-V/def2-TZVPD, the Open Molecules 2025 dataset).

Each line ends with the natural charge from an NBO analysis.
Atoms and positions in Å:
Ba (-0.08466, -0.63388, -0.70802)  1.86
C (3.46937, -0.07482, 0.74634)  -0.24
C (2.80928, -1.25538, 1.45985)  -0.23
N (1.43251, -0.99833, 1.88902)  -0.69
C (1.26108, 0.06235, 2.88559)  -0.24
C (0.22388, 1.11438, 2.49757)  -0.23
N (0.43023, 1.66094, 1.15454)  -0.69
C (1.68063, 2.39951, 0.95419)  -0.24
C (2.47406, 1.95290, -0.27209)  -0.23
N (2.67120, 0.50165, -0.34081)  -0.69
H (3.70595, 0.70547, 1.47231)  0.19
H (4.43553, -0.42447, 0.37377)  0.21
H (2.78753, -2.11625, 0.78780)  0.20
H (3.46468, -1.51512, 2.30332)  0.19
H (1.03365, -1.86350, 2.22945)  0.38
H (0.96679, -0.35091, 3.85371)  0.21
H (2.22256, 0.54851, 3.05910)  0.19
H (-0.77814, 0.67812, 2.52526)  0.20
H (0.26733, 1.89388, 3.27129)  0.19
H (-0.36002, 2.24920, 0.92299)  0.38
H (1.49157, 3.47120, 0.85302)  0.21
H (2.30087, 2.29872, 1.84626)  0.19
H (1.95233, 2.25512, -1.18305)  0.21
H (3.42683, 2.49901, -0.24359)  0.19
H (3.09465, 0.28261, -1.23413)  0.39
Br (-4.34880, -3.97541, 0.18760)  0.16
C (-4.66785, -2.19167, -0.23148)  -0.13
C (-5.92801, -1.77313, -0.60142)  -0.27
C (-6.16926, -0.44576, -0.91271)  -0.02
Br (-7.90960, 0.04445, -1.38056)  0.18
C (-5.11995, 0.53363, -0.89330)  -0.06
C (-5.30315, 1.88259, -1.24180)  -0.13
C (-4.22002, 2.72211, -1.23280)  -0.23
C (-2.96952, 2.20593, -0.88585)  0.09
N (-2.76842, 0.95025, -0.53181)  -0.45
C (-3.82732, 0.12505, -0.52741)  0.08
C (-3.56364, -1.27116, -0.13287)  0.50
O (-2.44509, -1.61835, 0.26807)  -0.64
H (-6.74037, -2.48494, -0.64718)  0.26
H (-6.28305, 2.24107, -1.52282)  0.24
H (-4.31222, 3.76319, -1.50561)  0.24
H (-2.09382, 2.84395, -0.92607)  0.20
C (1.56630, -5.13429, -1.63791)  -0.73
C (0.73874, -4.41209, -0.61686)  0.66
C (-0.08195, -5.21077, 0.34267)  -0.73
O (0.72972, -3.18977, -0.59569)  -0.68
H (1.61472, -6.20590, -1.46415)  0.23
H (2.56852, -4.70785, -1.65460)  0.25
H (1.12029, -4.95195, -2.61807)  0.27
H (-0.74591, -5.87213, -0.21916)  0.25
H (-0.66450, -4.56054, 0.99019)  0.24
H (0.56938, -5.86261, 0.92863)  0.25
F (-0.35956, 1.29773, -2.48392)  -0.67
As (-0.59915, 0.18723, -3.86175)  2.82
F (-2.06627, 1.01847, -4.18282)  -0.60
F (-1.56407, -0.95010, -2.86648)  -0.67
F (-0.77893, -0.90612, -5.15761)  -0.59
F (0.85472, -0.66902, -3.30329)  -0.65
F (0.34637, 1.25186, -4.80251)  -0.60

Computed properties:
**E_HOMO (spin up / spin down)**: -11.15 / -12.40 eV
**Multiplicity**: 2
**Strongest force on any atom**: 1.675 eV/A
**Calculated total energy**: -247051.2235 eV
**Total charge**: +1
**Energy relative to the best compared isomer or geometry (same formula, charge and spin)**: 32.92 kJ/mol

---

Entry 5:
# C13H16BFN5OPtS3

C13H16BFN5OPtS3 as an isolated structure (wB97M-V/def2-TZVPD, the Open Molecules 2025 dataset).

Each line ends with the natural charge from an NBO analysis.
Atoms and positions in Å:
Pt (1.21727, 0.58859, -0.95182)  1.07
C (-0.34947, 2.76800, 2.24379)  -0.42
N (-1.41394, 2.00550, 1.63579)  -0.37
C (-2.35618, 1.24365, 2.29408)  -0.10
C (-3.14584, 0.69909, 1.34439)  -0.04
N (-2.70725, 1.11811, 0.11329)  -0.52
B (-3.39118, 0.77585, -1.22817)  0.22
N (-2.50971, -0.14610, -2.13639)  -0.52
C (-2.69288, -0.17086, -3.49993)  -0.05
C (-1.78200, -0.99940, -4.04902)  -0.09
N (-1.03243, -1.50162, -3.01082)  -0.36
C (0.18031, -2.26856, -3.12034)  -0.41
C (-1.48482, -0.97170, -1.83630)  0.29
S (-0.81605, -1.38831, -0.33391)  -0.34
C (-1.61568, 1.89556, 0.29239)  0.30
S (-0.65838, 2.66632, -0.87565)  -0.33
H (-0.53351, 2.83390, 3.31661)  0.18
H (-0.32865, 3.76707, 1.80788)  0.21
H (0.60752, 2.27732, 2.05746)  0.28
H (-2.37180, 1.15201, 3.36582)  0.20
H (-3.98613, 0.03606, 1.44329)  0.21
H (-4.43366, 0.19934, -0.97049)  -0.09
H (-3.58270, 1.79681, -1.84506)  -0.06
H (-3.45123, 0.43024, -3.97052)  0.21
H (-1.58460, -1.24949, -5.07658)  0.20
H (0.28138, -2.62762, -4.14475)  0.18
H (0.15062, -3.10818, -2.42678)  0.21
H (1.03318, -1.63617, -2.86688)  0.27
O (1.53439, 0.62324, 1.13082)  -0.70
N (2.51170, -0.20337, 1.57965)  -0.08
C (2.32453, -0.74815, 2.84633)  -0.13
C (3.33323, -1.42930, 3.46388)  -0.26
C (4.57435, -1.60044, 2.83383)  -0.38
C (4.70412, -1.09733, 1.50042)  -0.34
C (3.68139, -0.42329, 0.87862)  0.02
S (3.77736, 0.13298, -0.76821)  -0.39
H (1.33315, -0.60093, 3.24737)  0.20
H (3.14831, -1.85094, 4.44642)  0.18
H (5.37656, -2.16092, 3.29663)  0.18
H (5.61057, -1.26219, 0.93368)  0.20
F (0.84816, 0.43522, -2.96083)  -0.81

Computed properties:
**E_HOMO (spin up / spin down)**: 1.46 / -1.22 eV
**Multiplicity**: 4
**Strongest force on any atom**: 0.912 eV/A
**Calculated total energy**: -62384.7587 eV
**Total charge**: -2
**Energy relative to the best compared isomer or geometry (same formula, charge and spin)**: 19.29 kJ/mol

---

What is the energy relative to the best compared isomer or geometry (same formula, charge and spin) in the first record?
658.52 kJ/mol

---

What is the strongest force on any atom in the fifth record?
0.912 eV/A